Density functional theory data (ωB97M-V/def2-TZVPD) for a 14-piece molecular cluster, C73H166N10O14 overall.

Properties
orbital gap: 7.649 eV
total charge: 0
lowest unoccupied orbital energy: 0.14 eV

```
263
Properties=species:S:1:pos:R:3:forces:R:3:mulliken_charge:R:1
C -1.961905 4.122516 4.350087 1.396 -1.186 -0.966 0.11
O -1.341075 3.103456 4.042247 0.720 -1.050 0.286 0.10
N -3.179245 4.141136 4.760087 -3.608 -1.527 1.309 -0.34
N -1.480275 5.303466 4.235027 2.647 4.063 -0.535 -0.36
H -3.650955 5.034156 4.770857 -0.506 -0.688 0.010 0.25
H -3.623735 3.271396 4.503027 -0.845 0.371 0.397 0.25
H -0.521795 5.418616 3.938107 -0.041 0.192 0.070 0.00
H -2.080335 6.105606 4.363787 0.563 -0.035 -0.120 0.21
C 4.334235 3.236236 -1.438253 0.072 -0.190 -0.017 -1.61
C 5.662625 3.531666 -2.163263 -2.334 1.390 -0.104 1.71
C 5.620025 2.679376 -3.474033 0.290 0.801 0.389 0.13
C 6.545375 3.175466 -4.583493 -0.214 1.127 0.949 -0.92
C 6.342665 4.724146 -4.836963 0.564 -0.967 0.108 -1.45
C 6.393525 5.661696 -3.543913 -0.025 -2.188 -1.714 1.62
N 5.542795 4.992726 -2.478383 0.137 1.273 -1.518 0.17
O 5.386265 5.866276 -1.317073 0.369 -1.386 -1.130 -0.44
C 7.869445 5.762066 -3.185843 -0.274 0.194 0.808 -1.69
C 5.880915 7.046826 -3.933173 -0.538 -1.016 0.703 -1.91
C 6.758565 3.160306 -1.223263 0.757 -0.805 -0.406 -1.49
H 3.471075 3.547296 -2.026733 0.118 -0.084 -0.225 0.05
H 4.258275 3.767576 -0.489573 0.195 -0.113 0.083 0.79
H 4.311175 2.159776 -1.268593 -0.305 -0.123 0.212 -0.03
H 5.880385 1.668016 -3.161853 -0.037 -0.209 -0.093 -0.31
H 4.587415 2.669876 -3.822933 -0.025 0.040 -0.030 -0.03
H 6.438845 2.564336 -5.479753 -0.190 0.252 -0.163 0.50
H 7.573425 3.022096 -4.255343 0.205 0.010 0.002 0.41
H 5.512675 4.903016 -5.520503 -0.554 0.008 0.539 0.37
H 7.199485 4.983726 -5.458713 0.183 0.395 0.054 0.49
H 8.489695 6.314146 -3.891953 -0.295 -0.005 -0.234 0.46
H 7.855665 6.347846 -2.266733 0.674 -0.226 0.394 0.32
H 8.293255 4.763996 -3.074743 0.167 0.206 0.344 0.36
H 4.920985 6.949006 -4.440193 -0.075 0.126 0.109 0.37
H 5.736825 7.533106 -2.968353 0.065 0.725 -0.378 0.44
H 6.591175 7.520476 -4.610873 -0.012 0.179 0.292 0.40
H 6.737385 3.708646 -0.281473 0.256 0.237 -0.145 0.42
H 7.700665 3.203406 -1.769793 0.339 0.172 0.558 0.36
H 6.594355 2.115926 -0.957933 0.139 -0.115 0.134 0.07
H 6.135765 5.621546 -0.769383 0.348 0.229 0.466 0.37
C -4.930385 3.638596 2.230597 -0.548 1.201 -0.655 -1.58
C -6.171425 3.816126 1.253767 -0.462 0.390 2.020 2.39
C -6.636005 2.490696 0.757017 -2.064 -2.921 0.835 -1.40
C -7.623415 1.617686 1.711087 -0.175 1.500 -1.248 -0.42
C -8.860495 2.529066 1.984217 0.729 1.166 0.359 -1.44
C -8.453565 3.864156 2.680007 1.636 -0.953 1.752 1.35
N -7.323685 4.491146 1.974877 -0.432 -0.745 -1.880 0.58
O -7.034975 5.794996 2.420347 0.111 -0.309 0.273 -0.51
C -9.659315 4.835726 2.826157 1.134 -0.704 0.109 -2.01
C -7.942325 3.406556 4.095057 -0.793 0.568 -0.270 -1.78
C -5.862585 4.629356 0.023557 1.301 0.965 0.689 -2.04
H -5.279175 3.381666 3.230807 -0.016 -0.707 -0.254 0.05
H -4.403505 4.576626 2.405527 -0.300 0.468 -0.313 0.51
H -4.130315 3.027436 1.812907 -0.295 -0.603 0.133 0.26
H -7.203755 2.633846 -0.162373 0.017 -0.001 -0.103 0.55
H -5.823385 1.799096 0.534697 0.362 0.398 -0.189 -0.08
H -7.068225 1.186946 2.544347 -0.254 0.488 0.397 0.49
H -7.991515 0.736366 1.185857 0.209 0.061 -0.439 0.08
H -9.678105 2.148376 2.596347 0.251 -0.570 0.112 0.58
H -9.337865 2.827496 1.050867 0.169 -0.301 -0.420 0.33
H -9.848275 5.207556 1.819117 -0.511 0.290 0.189 0.45
H -10.510735 4.336956 3.289187 -0.133 -0.334 -0.532 0.41
H -9.442825 5.612716 3.559317 0.293 0.345 -0.418 0.42
H -8.831035 3.052616 4.617577 0.221 -0.434 0.371 0.47
H -7.174845 2.640396 3.985187 -0.332 -0.083 0.159 0.26
H -7.515055 4.206116 4.700237 -0.039 0.298 -0.214 0.34
H -6.757195 4.861256 -0.554363 0.137 -0.234 -0.034 0.47
H -5.056435 4.165486 -0.544823 -0.257 -0.188 -0.304 0.33
H -5.396435 5.544926 0.387617 -0.190 0.375 -0.295 0.46
H -7.693385 6.294206 1.931597 0.175 0.505 -0.032 0.34
C -1.342205 0.408446 8.592897 -0.251 -0.852 -0.842 -1.69
C -0.252335 1.268746 7.886277 -0.324 -1.764 0.428 1.90
C 1.026315 1.202656 8.657347 1.318 -0.210 1.065 -1.46
C 1.759965 -0.123484 8.524837 -0.001 0.585 0.664 -0.90
C 2.135605 -0.326794 7.063257 -0.125 -0.645 1.491 -1.05
C 0.915295 -0.289264 6.149307 -0.505 0.049 0.672 1.88
N 0.071985 0.881656 6.465197 0.656 1.814 0.299 0.82
O -1.051145 0.909036 5.609477 -0.544 -1.573 0.847 -0.32
C 1.465245 -0.166484 4.739177 0.081 0.594 -0.926 -2.35
C 0.183155 -1.628224 6.321437 -1.418 -0.340 -1.213 -1.93
C -0.661585 2.683756 7.991947 -1.199 1.516 -1.240 -2.12
H -2.344425 0.699116 8.277987 -0.011 0.417 0.167 0.33
H -1.277145 0.386186 9.680727 0.089 0.461 -0.011 0.31
H -1.336835 -0.639524 8.293167 0.471 -0.092 -0.060 0.40
H 1.666155 2.055636 8.431207 0.421 -0.131 -1.061 0.40
H 0.900625 1.499986 9.698447 -0.791 -0.630 0.358 0.57
H 1.192765 -0.946164 8.960247 -0.591 -0.080 -0.426 0.29
H 2.604395 -0.130934 9.214027 0.547 0.220 -0.378 0.46
H 2.514065 -1.347854 7.015147 0.480 0.084 -0.495 0.45
H 2.919375 0.394826 6.832897 -0.095 0.007 -0.396 0.26
H 2.242535 0.596666 4.700167 0.152 0.087 0.139 0.23
H 1.924815 -1.081694 4.365967 0.015 -0.167 0.305 0.74
H 0.759095 0.143546 3.968897 -0.474 -0.128 0.176 0.27
H -0.903465 -1.614814 6.236727 -0.296 1.025 0.357 0.41
H 0.310355 -2.137374 5.366087 0.850 -1.006 0.477 0.52
H 0.336735 -2.194114 7.240287 0.664 -0.100 -0.306 0.29
H -1.671515 2.828466 7.608257 -0.086 0.052 -0.432 0.29
H 0.030755 3.259206 7.377437 -0.028 0.412 0.152 0.43
H -0.750845 3.097556 8.996387 0.535 -0.366 0.201 0.42
H -1.180505 1.783276 5.234547 0.519 0.618 -0.215 0.07
C 4.954055 -2.847074 0.591297 -0.065 1.117 -0.544 -1.69
C 5.517245 -2.287304 -0.802263 0.402 -0.764 1.578 1.96
C 6.972625 -2.823814 -0.932953 0.531 1.256 -0.553 -1.40
C 7.535335 -2.826134 -2.382703 -1.547 -0.197 1.336 -0.66
C 6.534965 -3.630364 -3.237083 2.002 1.577 -0.426 -1.22
C 5.125505 -3.048074 -3.261103 0.749 0.222 0.732 1.71
N 4.691605 -2.900594 -1.863943 0.933 -1.132 0.364 -0.39
O 3.324185 -2.622694 -1.780873 0.153 0.498 0.017 1.55
C 5.083045 -1.649414 -4.029363 -0.187 -1.211 0.080 -1.47
C 4.268265 -4.120874 -3.960693 0.081 0.766 -0.716 -2.11
C 5.588745 -0.734114 -0.730363 -0.389 -0.053 -1.385 -1.51
H 5.387065 -2.351214 1.460047 0.713 0.113 -0.185 0.44
H 5.088385 -3.919284 0.734167 -0.082 0.008 -0.405 0.32
H 3.910225 -2.568174 0.735287 -0.273 -0.319 -0.477 0.05
H 7.622915 -2.078534 -0.474953 -0.127 -0.096 0.816 0.36
H 7.094895 -3.757424 -0.383823 0.000 -0.194 -0.397 0.44
H 8.579795 -3.135494 -2.343943 -0.165 -0.699 -0.316 0.47
H 7.617345 -1.798064 -2.735493 -0.327 0.199 -0.066 0.23
H 6.603915 -4.669444 -2.915113 -0.365 -0.069 -0.390 0.30
H 6.909255 -3.412534 -4.237363 -0.085 -1.114 -0.493 0.52
H 5.557255 -1.665714 -5.010673 -0.136 -0.483 -0.177 0.61
H 4.022685 -1.456154 -4.191783 0.041 0.488 -0.033 -0.27
H 5.584105 -0.814444 -3.539593 -0.292 -0.222 0.480 0.22
H 4.696805 -4.313244 -4.944283 0.062 0.321 -0.256 0.51
H 4.297545 -5.114004 -3.512443 -0.220 0.354 0.635 0.31
H 3.260445 -3.739224 -4.124233 -0.159 -0.384 0.161 0.23
H 4.592465 -0.331294 -0.912703 -0.151 0.262 0.586 -0.34
H 6.164365 -0.312394 -1.554333 0.182 -0.314 -0.421 0.27
H 6.104925 -0.274814 0.112667 -0.528 -0.522 0.554 0.73
H 3.277025 -1.836744 -2.330093 -0.848 0.607 -0.055 -0.15
C -2.296865 1.126516 -5.488253 -0.132 -0.393 0.714 -1.94
C -0.839835 1.105806 -5.075453 2.013 0.675 -0.664 1.28
C -0.462795 -0.203964 -4.321933 -0.601 0.276 -0.432 -1.27
C 1.028025 -0.472124 -4.134353 0.160 1.054 -0.233 1.77
C 1.766035 -0.315834 -5.508963 -0.238 -1.852 1.068 -2.12
C 1.516025 0.913496 -6.290003 -1.395 1.794 -0.661 2.17
N 0.014375 1.129886 -6.345903 -0.033 -1.975 0.477 0.16
O -0.471235 1.990306 -7.354273 0.883 0.033 0.978 -0.49
C 2.260155 2.077536 -5.571653 0.532 -0.045 0.441 -1.21
C 2.139055 0.651466 -7.700253 -0.496 0.854 -0.674 -1.94
C -0.610595 2.334226 -4.073743 -0.505 -0.787 -1.801 -1.06
H -2.612035 2.031366 -6.007883 0.280 -0.183 -0.220 0.35
H -2.848485 1.129966 -4.548143 -0.301 -0.212 0.027 0.38
H -2.551645 0.214616 -6.028273 -0.075 0.210 -0.259 0.44
H -1.001315 -0.080294 -3.382363 0.215 -0.372 0.416 -0.25
H -0.850855 -1.108574 -4.790113 -0.486 0.244 -0.432 0.63
H 1.128725 -1.467044 -3.700663 0.217 -0.210 -0.271 0.57
H 1.348235 0.203296 -3.341023 0.623 0.267 -0.148 -0.92
H 1.463325 -1.174324 -6.108513 -0.309 -0.087 -0.112 0.51
H 2.852495 -0.401424 -5.528703 0.146 -0.112 0.796 0.22
H 1.820795 3.074926 -5.588083 -0.030 -0.001 -0.683 0.20
H 2.385865 1.917546 -4.500813 -0.518 -0.441 0.247 -0.06
H 3.311555 2.092476 -5.858793 0.001 0.362 -0.569 0.40
H 1.890045 -0.277044 -8.214013 -0.064 -0.550 0.844 0.40
H 1.824445 1.324626 -8.497733 -0.243 0.740 0.461 0.43
H 3.221765 0.775396 -7.678213 0.043 -0.271 0.298 0.36
H 0.332005 2.256476 -3.531933 -0.404 0.165 0.229 -0.26
H -1.534505 2.412996 -3.500783 0.464 -0.178 0.751 0.63
H -0.640475 3.256956 -4.653203 0.392 0.164 -0.116 0.34
H -0.208815 2.841226 -6.995553 -0.145 0.877 -0.404 0.40
C 0.198925 -5.311754 -0.851963 1.060 -0.377 0.008 -1.89
C 1.117475 -6.589174 -0.959653 0.517 -1.594 -0.688 1.81
C 2.680515 -6.320574 -0.751233 -2.037 0.429 -0.842 -0.61
C 3.607105 -7.515954 -0.491393 -1.292 1.041 1.479 -0.94
C 3.056605 -8.275204 0.719457 0.714 0.171 -1.098 -1.36
C 1.566035 -8.647114 0.619307 -0.223 -1.387 -0.307 1.44
N 0.677965 -7.636634 -0.002173 4.793 2.505 -0.216 0.60
O -0.644535 -7.837954 -0.081403 -1.869 -1.172 0.798 -0.49
C 1.447375 -10.006644 -0.224133 0.424 1.392 -0.434 -1.60
C 1.140985 -8.825614 2.096147 -0.543 -1.047 -0.751 -2.07
C 1.054505 -7.068714 -2.426023 0.330 0.016 -0.782 -1.75
H 0.007385 -5.011534 0.178217 0.079 -0.102 0.122 0.59
H -0.753555 -5.393204 -1.375663 0.016 -0.495 0.096 0.49
H 0.708285 -4.487274 -1.350853 0.241 0.107 0.047 -0.06
H 3.025485 -5.908934 -1.699733 -0.124 0.657 0.157 -0.28
H 2.617765 -5.528574 -0.004983 1.127 -0.109 0.392 0.54
H 4.524635 -7.017214 -0.179163 0.486 -0.506 -0.374 0.47
H 3.740655 -8.170754 -1.352503 0.024 0.247 -0.088 0.33
H 3.332235 -7.723504 1.618207 -0.541 0.299 0.093 0.38
H 3.646825 -9.188104 0.799207 -0.304 -0.323 0.196 0.48
H 2.303095 -10.680804 -0.187183 -0.372 -0.592 1.399 0.38
H 0.435065 -10.407024 -0.169183 0.322 -0.446 0.264 0.31
H 1.620645 -9.793984 -1.279053 -0.573 0.834 -0.302 0.42
H 1.719435 -9.594604 2.608157 0.409 0.069 -0.132 0.41
H 1.222295 -7.893954 2.656067 -0.236 0.000 -0.132 0.41
H 0.143805 -9.265634 2.085147 -0.396 0.434 0.357 0.50
H 0.194095 -7.637564 -2.778453 -0.369 0.288 0.378 0.29
H 1.916005 -7.660224 -2.735903 0.182 -0.437 0.514 0.36
H 1.213125 -6.197614 -3.061733 -0.509 0.272 -0.154 0.45
H -0.853485 -7.542344 0.807727 -1.312 -0.024 0.008 0.35
C -2.153695 0.173686 -0.076453 0.801 0.011 -0.536 -1.04
C -1.298005 -0.056324 1.190807 -1.743 1.307 0.227 2.45
C -0.521025 -1.314334 1.183807 2.519 -0.974 -0.847 -1.16
C 0.753845 -1.218914 0.300567 -1.245 -1.834 -0.339 -0.18
C 1.692495 -0.141154 0.642787 0.103 0.606 -0.226 -0.17
C 0.939195 1.201296 0.643877 -1.201 1.180 -1.061 2.63
N -0.380485 1.113306 1.343737 1.397 -1.859 1.513 0.45
O -1.024185 2.360356 1.472377 0.059 -0.796 -0.783 1.79
C 1.808325 2.263456 1.270597 0.548 0.897 0.961 -0.79
C 0.674755 1.744226 -0.785773 0.210 -0.671 -0.757 -0.46
C -2.240075 -0.193844 2.402477 -0.540 1.249 0.184 -1.83
H -1.590635 -0.364264 -0.839133 -0.612 -0.134 -0.568 -0.28
H -2.136005 1.218576 -0.386273 0.101 0.132 0.224 -0.07
H -3.212145 -0.086284 -0.062323 0.201 -0.507 0.268 -0.06
H -0.227825 -1.525324 2.212217 0.333 0.065 0.157 0.16
H -1.055325 -2.216784 0.886847 -0.610 0.332 -0.214 0.36
H 0.532095 -1.087334 -0.758493 -0.831 0.424 -0.193 -0.84
H 1.242725 -2.183914 0.166897 0.263 -0.269 0.807 0.59
H 2.395325 -0.221224 -0.186503 0.447 0.845 0.016 -1.07
H 2.291055 -0.295204 1.540617 -0.336 0.030 0.355 0.45
H 2.190425 2.015826 2.260937 0.322 -0.573 -0.116 0.37
H 2.618485 2.525746 0.590197 0.309 -0.421 0.134 -0.43
H 1.372945 3.238356 1.489977 -0.841 -0.055 -0.457 -0.16
H 1.610075 1.812606 -1.341273 0.318 0.508 0.107 0.21
H 0.088005 1.130056 -1.468873 -0.334 -0.495 0.456 -0.63
H 0.145935 2.697336 -0.779893 0.235 0.133 0.241 0.31
H -2.840125 -1.099374 2.492327 0.255 -0.385 -0.748 0.29
H -2.973165 0.601336 2.266937 -0.151 0.259 0.577 0.15
H -1.754315 -0.111864 3.374807 0.292 0.352 -0.080 0.09
H -0.937085 2.471666 2.421917 -0.433 0.650 0.399 -0.32
C -6.483195 -1.907884 0.657757 0.817 -0.353 -1.150 -1.22
C -6.213015 -2.015374 -0.908263 1.945 -1.553 0.933 1.62
C -4.732545 -2.573434 -1.040273 0.417 -0.021 -0.048 -0.71
C -4.375115 -4.064954 -0.731683 -1.660 1.620 -0.850 -0.40
C -5.274525 -4.935594 -1.616793 0.723 0.428 1.240 -1.46
C -6.764175 -4.470814 -1.620983 0.343 -0.955 0.035 1.46
N -7.000605 -2.996984 -1.618003 1.948 0.037 -1.082 0.30
O -8.309945 -2.599884 -1.718293 -0.952 -0.381 -0.217 -0.46
C -7.289045 -5.043714 -3.011933 -0.995 0.329 1.843 -1.81
C -7.366475 -5.094904 -0.299413 -1.245 -0.051 -2.235 -1.61
C -6.250935 -0.640064 -1.627503 -0.503 -1.037 -0.563 -1.74
H -5.955985 -2.747534 1.110697 -0.046 -0.045 0.167 0.43
H -7.506515 -1.966664 1.028537 -0.112 0.463 -0.302 0.25
H -5.938375 -1.016824 0.969657 -0.424 0.189 0.361 0.12
H -4.503495 -2.465424 -2.100453 0.417 0.567 -0.004 0.81
H -4.141895 -1.940884 -0.377623 0.329 0.207 -0.461 -0.42
H -4.577465 -4.195274 0.331417 0.120 -0.603 0.053 0.31
H -3.363845 -4.385824 -0.981603 0.292 0.718 0.345 0.05
H -5.034195 -5.875014 -1.118963 -1.416 -0.748 -0.110 0.33
H -4.871005 -5.148314 -2.606753 0.051 0.886 -0.207 0.39
H -6.627265 -4.781544 -3.837413 -0.002 0.049 0.261 0.43
H -7.402395 -6.123664 -2.917253 0.285 -0.129 -0.141 0.41
H -8.292115 -4.663174 -3.204643 0.033 0.129 -0.139 0.37
H -7.367265 -6.178764 -0.414953 0.681 -0.099 0.566 0.47
H -6.948045 -4.672374 0.614077 0.116 -0.365 -0.192 0.29
H -8.442575 -4.928514 -0.348783 -0.284 0.475 0.458 0.43
H -6.070015 -0.774944 -2.693883 -0.329 -0.524 -0.183 0.47
H -5.454535 0.076516 -1.426603 -0.275 0.027 1.095 0.14
H -7.280895 -0.296724 -1.530623 0.266 0.707 0.091 0.45
H -8.718795 -2.848734 -0.886113 -0.501 -0.009 0.454 0.38
O 1.782445 3.423226 4.419767 0.342 0.391 -0.021 -0.59
H 2.261555 2.835206 5.003657 0.120 -0.136 0.208 0.27
H 0.951185 2.976756 4.258807 -0.645 -0.208 -0.057 0.10
O -2.363485 4.700636 -0.213653 -0.659 0.017 -0.432 -0.65
H -2.329025 3.786766 0.068977 0.201 -0.348 0.164 0.08
H -1.697845 5.140626 0.315087 0.555 0.212 0.234 0.32
O 1.458025 5.890756 3.209917 -0.326 0.551 -0.079 -0.72
H 1.855925 5.072186 3.506307 0.272 -0.860 0.334 0.35
H 1.507265 6.470516 3.969967 0.159 0.264 0.181 0.23
O -0.131005 5.903206 1.069747 -0.649 0.028 -0.585 -0.70
H 0.718115 6.120476 0.685017 0.231 0.085 0.003 0.27
H 0.053575 5.771176 1.999657 0.378 0.018 0.189 0.24
O 1.178995 4.986936 -2.133223 0.207 0.081 -0.270 -0.55
H 0.475345 5.541196 -1.795723 -0.371 0.085 0.041 0.29
H 1.483745 4.495066 -1.370713 0.066 -0.229 0.224 0.13
```
Positions in Å, forces in eV/Å.